# 1
{
  "formula": "C25H42CoF6NO17S2",
  "method": "ωB97M-V/def2-TZVPD",
  "homo_lumo_gap_ha": [0.153, 0.372],
  "homo_energy_ev": [-3.6, -9.7],
  "e_tot_ha": -5089.740684,
  "spin_multiplicity": 5,
  "s_squared": 6.01,
  "species": ["Co", "C", "F", "F", "F", "S", "O", "O", "N", "S", "O", "O", "C", "F", "F", "F", "O", "C", "O", "C", "C", "C", "H", "H", "H", "H", "H", "H", "O", "C", "O", "C", "C", "C", "H", "H", "H", "H", "H", "H", "O", "C", "O", "C", "C", "C", "H", "H", "H", "H", "H", "H", "O", "C", "O", "C", "C", "C", "H", "H", "H", "H", "H", "H", "O", "C", "O", "C", "C", "C", "H", "H", "H", "H", "H", "H", "C", "O", "H", "H", "H", "H", "C", "O", "H", "H", "H", "H", "C", "O", "H", "H", "H", "H"],
  "xyz": [[25.6291, -13.3283, -3.2117], [28.6408, -16.2391, -3.0564], [28.7394, -16.7739, -4.2847], [27.4300, -16.5832, -2.7398], [29.5920, -16.7042, -2.2211], [28.7923, -14.3456, -3.0714], [30.0905, -13.9522, -2.6139], [28.6695, -13.8953, -4.4517], [27.3591, -13.8235, -2.1284], [27.8754, -13.8044, -0.5906], [26.7069, -13.5965, 0.2535], [28.6612, -15.0221, -0.2595], [28.9842, -12.2120, -0.4417], [30.2735, -12.4501, -0.2673], [28.8615, -11.4364, -1.5495], [28.6135, -11.7161, 0.7882], [29.4744, -21.1920, -2.1831], [30.5893, -20.7113, -1.8927], [31.5224, -21.3339, -1.0247], [32.6489, -20.4571, -0.7067], [32.2703, -19.1526, -1.3832], [31.2599, -19.5105, -2.4728], [33.4489, -20.9218, -1.2830], [32.8125, -20.3081, 0.3606], [33.0926, -18.6361, -1.8782], [31.7726, -18.4044, -0.7662], [31.7702, -19.7899, -3.3946], [30.5060, -18.7340, -2.6022], [25.9352, -14.9714, -4.6035], [25.7263, -15.8921, -5.4958], [25.4639, -15.5994, -6.8522], [24.9874, -16.7769, -7.5037], [25.5770, -17.9380, -6.6721], [25.6080, -17.3638, -5.2300], [25.3460, -16.6927, -8.5296], [23.9010, -16.7814, -7.4148], [26.5547, -18.2151, -7.0666], [24.8730, -18.7678, -6.7346], [26.4406, -17.7438, -4.6380], [24.7320, -17.6358, -4.6411], [24.4562, -15.0151, -1.9840], [24.0399, -15.6964, -1.1074], [24.1966, -17.0410, -1.0974], [24.0127, -17.5184, 0.2205], [24.0038, -16.2853, 1.0407], [23.5320, -15.1900, 0.2242], [24.8069, -18.2486, 0.3761], [23.0740, -18.0583, 0.3451], [25.0085, -16.0559, 1.3958], [23.5249, -16.2904, 2.0199], [23.9719, -14.2548, 0.5705], [22.4458, -15.2397, 0.3010], [25.5180, -11.4971, -2.1306], [24.8999, -10.5444, -1.8290], [25.0274, -9.3003, -2.3913], [24.0035, -8.4859, -1.8848], [23.2251, -9.1659, -0.7554], [23.8109, -10.5811, -0.8414], [23.2910, -8.4040, -2.7056], [24.4194, -7.5214, -1.5935], [22.1675, -9.0686, -1.0007], [23.4094, -8.8313, 0.2654], [23.0966, -11.2905, -1.2591], [23.9806, -10.9588, 0.1669], [29.1040, -8.3070, -0.4052], [30.0262, -8.1003, -1.2510], [30.1609, -6.9310, -1.9384], [31.3738, -6.7893, -2.7050], [31.8408, -8.2562, -2.7033], [31.2452, -8.9828, -1.5393], [32.0390, -6.0618, -2.2398], [31.0542, -6.3792, -3.6630], [32.9120, -8.2482, -2.5016], [31.5633, -8.7897, -3.6123], [31.8738, -8.8816, -0.6546], [31.1796, -10.0472, -1.7643], [28.2242, -18.9133, -0.2171], [27.7906, -19.3594, -1.5103], [27.7334, -17.9878, 0.0840], [27.9801, -19.6987, 0.4981], [29.2751, -18.6239, -0.2223], [28.2223, -20.2090, -1.6262], [26.4588, -8.9581, 1.2620], [26.6931, -7.5927, 1.6480], [26.0837, -9.2543, 2.2416], [25.5890, -9.0660, 0.6140], [27.3616, -9.5168, 1.0152], [27.3828, -7.2997, 1.0480], [25.8163, -11.4641, -5.9279], [26.4867, -12.0482, -4.7686], [25.1526, -10.6138, -5.7715], [26.5872, -11.0125, -6.5523], [25.4583, -12.2171, -6.6300], [27.3316, -11.5926, -4.7527]],
  "forces_ev_per_angstrom": [[-0.545, -0.222, -0.589], [0.004, 0.027, -0.396], [1.632, 0.501, -0.052], [-0.786, -0.079, 1.867], [-0.885, -0.068, -0.932], [-0.720, 1.918, -2.673], [-0.140, -0.535, 1.860], [-1.436, -0.983, 1.100], [3.653, -0.869, -1.120], [-1.022, -2.415, 1.430], [1.150, 0.547, -0.846], [-0.854, 2.795, -0.791], [0.210, -0.743, 1.148], [0.066, -0.382, -0.559], [-0.482, -0.296, 1.915], [-0.360, 0.635, -2.024], [4.000, 0.685, 1.275], [-0.974, -2.442, -0.308], [-2.110, 0.587, -0.077], [-0.940, 0.156, -1.786], [-0.098, 1.373, -0.991], [-0.304, 0.081, 0.829], [0.536, 0.106, 0.724], [-0.050, -0.667, -0.127], [0.308, -0.088, 0.408], [0.238, -0.250, 0.550], [-0.320, -0.030, -0.173], [0.245, -0.104, -0.440], [-0.690, -3.606, -4.165], [-0.021, 3.907, 2.179], [0.661, 0.449, 2.972], [0.546, -0.275, 0.780], [-0.919, 0.097, -0.131], [0.624, -0.345, -1.057], [-0.286, -0.319, 0.038], [-0.075, 0.020, -0.385], [-0.013, -0.063, 0.283], [0.375, -0.272, -0.054], [0.079, 0.243, -0.125], [-0.314, 0.389, -0.122], [0.253, 0.341, -1.495], [0.423, 0.511, 0.868], [-0.417, 0.676, -0.890], [-0.511, -1.311, 0.260], [2.126, -0.474, 4.117], [-0.801, 0.061, -0.819], [0.102, 0.272, 0.376], [-0.255, -0.084, -0.476], [0.533, -0.057, -0.468], [-0.629, -0.721, -0.155], [-0.321, 0.139, -0.678], [-0.196, 0.658, -0.560], [2.242, -1.798, -1.150], [-0.861, 2.315, 1.342], [0.705, -1.976, 0.512], [-1.202, 1.465, -0.066], [0.637, -0.627, -0.047], [-2.137, 0.209, 0.611], [0.094, 0.648, -0.102], [-0.008, -0.014, -0.233], [0.031, -0.295, 0.341], [-0.012, 0.636, -0.308], [-0.216, -0.256, -0.238], [0.834, -0.196, -0.334], [3.254, 1.045, -3.469], [-2.471, -0.773, 2.827], [-1.239, 0.106, 1.177], [-1.166, -1.442, 0.338], [2.101, 0.449, -0.693], [-0.565, 0.957, 0.332], [0.003, -0.244, 0.292], [0.235, -0.266, -0.095], [0.234, -0.266, -0.944], [0.345, 0.304, -0.166], [0.002, -0.036, 0.159], [-0.819, 0.174, 0.320], [-0.493, -0.050, -0.601], [-0.321, 1.153, 0.852], [-0.424, -0.075, -0.283], [0.375, 0.135, 0.371], [0.370, -0.399, 0.135], [-0.040, -0.175, -0.422], [-0.841, 0.568, 2.423], [0.559, -0.029, -1.275], [-0.007, -1.273, -0.110], [0.465, 0.053, -0.665], [-0.267, 0.173, -0.339], [0.193, 0.461, -0.108], [1.329, 0.047, -0.933], [-0.882, 0.844, -1.082], [-0.462, -0.599, 0.747], [0.469, 0.121, 0.111], [-0.658, -0.259, 0.759], [0.326, -0.288, 0.500]]
}


# 2
{
  "formula": "C25H42F21N3O15S",
  "method": "ωB97M-V/def2-TZVPD",
  "homo_lumo_gap_ha": 0.278,
  "e_above_lowest_kcal_mol": 15.1,
  "charge": 2,
  "homo_energy_ev": -14.3,
  "e_tot_ha": -4765.620397,
  "spin_multiplicity": 1,
  "species": ["N", "H", "H", "H", "H", "N", "H", "H", "H", "H", "N", "H", "H", "H", "H", "C", "F", "F", "F", "S", "O", "O", "O", "C", "C", "O", "C", "O", "C", "F", "F", "F", "H", "H", "H", "H", "H", "C", "C", "O", "C", "O", "C", "F", "F", "F", "H", "H", "H", "H", "H", "C", "C", "O", "C", "O", "C", "F", "F", "F", "H", "H", "H", "H", "H", "C", "C", "O", "C", "O", "C", "F", "F", "F", "H", "H", "H", "H", "H", "C", "C", "O", "C", "O", "C", "F", "F", "F", "H", "H", "H", "H", "H", "C", "C", "O", "C", "O", "C", "F", "F", "F", "H", "H", "H", "H", "H"],
  "xyz": [[1.0025, -1.5425, 4.5305], [1.7750, -2.2067, 4.4796], [0.8771, -1.0716, 3.6056], [0.9813, -0.8489, 5.2762], [0.1486, -2.0507, 4.7576], [-0.9593, 2.8200, 4.8117], [-1.9494, 3.0525, 4.9381], [-0.7197, 2.2052, 5.5816], [-0.3065, 3.5966, 4.6913], [-0.9488, 2.3179, 3.9002], [-3.4512, -2.3973, 3.2436], [-2.9721, -1.8579, 2.4734], [-3.6679, -3.3091, 2.8303], [-4.2749, -1.8632, 3.5171], [-2.8476, -2.4500, 4.0537], [-0.7315, 0.5580, -0.1863], [-1.7790, 1.2512, -0.6457], [-0.6907, -0.5962, -0.8033], [0.3833, 1.2163, -0.4035], [-0.9799, 0.1910, 1.6846], [-1.1601, 1.4875, 2.3562], [-2.1331, -0.7092, 1.6461], [0.2422, -0.4965, 2.1212], [2.0866, -0.9444, -5.3914], [1.7023, -0.8717, -3.9353], [0.6994, 0.0902, -3.5867], [0.9138, 1.4165, -3.5160], [1.9737, 1.9504, -3.5613], [-0.3993, 2.1980, -3.4309], [-1.4400, 1.3723, -3.2450], [-0.4353, 3.0811, -2.4259], [-0.6046, 2.8927, -4.5497], [2.2672, 0.0617, -5.7807], [1.3017, -1.3221, -6.0492], [2.9960, -1.5108, -5.5768], [2.5797, -0.5499, -3.3731], [1.4281, -1.8732, -3.6105], [2.2826, -7.9729, -1.1037], [2.9010, -6.6079, -0.9436], [1.8714, -5.6207, -1.0782], [2.0912, -4.3826, -0.6656], [3.1463, -3.9535, -0.2875], [0.8589, -3.5001, -0.7033], [1.1257, -2.2610, -0.3546], [0.2442, -3.5753, -1.8983], [-0.0287, -4.0518, 0.1631], [3.0198, -8.7655, -1.0130], [1.7503, -8.0060, -2.0528], [1.5638, -8.0347, -0.2829], [3.5942, -6.4467, -1.7724], [3.4371, -6.5341, 0.0021], [4.0128, 0.0512, -1.1444], [4.9860, 0.4255, -2.2334], [5.9851, -0.5902, -2.3241], [5.8957, -1.5414, -3.2602], [4.9448, -1.6865, -3.9729], [7.0536, -2.5475, -3.2754], [6.5683, -3.7921, -3.1696], [7.6897, -2.4790, -4.4549], [7.8903, -2.3514, -2.2722], [3.6652, -0.9448, -1.4300], [3.1074, 0.6532, -1.0577], [4.4905, 0.0533, -0.1646], [5.4910, 1.3767, -2.0782], [4.4269, 0.5087, -3.1672], [-4.3242, -0.2499, -2.6076], [-4.0056, -1.1422, -1.4385], [-3.8918, -2.5283, -1.7284], [-3.8975, -3.4157, -0.7780], [-4.0703, -3.1976, 0.3973], [-3.5345, -4.8720, -1.1904], [-2.9022, -5.0018, -2.3491], [-2.6999, -5.3107, -0.2435], [-4.6421, -5.5877, -1.1561], [-5.1857, -0.6079, -3.1790], [-3.6150, -0.3065, -3.4380], [-4.4325, 0.7808, -2.2827], [-4.7786, -1.0804, -0.6626], [-3.2154, -0.6537, -0.8657], [-4.4895, 1.8226, 1.7586], [-4.1273, 3.1953, 1.1774], [-4.5082, 4.2838, 2.0063], [-3.8882, 4.5634, 3.1150], [-3.0189, 3.9188, 3.6625], [-4.2847, 5.9344, 3.7063], [-5.3862, 6.4269, 3.1639], [-4.5196, 5.7904, 5.0125], [-3.2678, 6.7665, 3.5061], [-5.4687, 1.3620, 1.6415], [-4.2025, 1.7842, 2.8119], [-3.7946, 1.1031, 1.3152], [-4.5641, 3.3075, 0.1893], [-3.0387, 3.1885, 1.0964], [0.2589, 5.1122, -0.3977], [0.2557, 4.7061, 1.0606], [1.4991, 5.0876, 1.6263], [1.8814, 4.5335, 2.7577], [1.3659, 3.5285, 3.1994], [3.0688, 5.2171, 3.4420], [3.5125, 6.2496, 2.7276], [2.7907, 5.6232, 4.6724], [4.0122, 4.2748, 3.4938], [-0.6737, 4.8182, -0.8811], [1.0772, 4.7417, -1.0144], [0.3160, 6.1978, -0.4970], [-0.0589, 3.6645, 1.1466], [-0.5242, 5.2620, 1.5913]],
  "forces_ev_per_angstrom": [[-1.081, -0.066, 0.175], [0.316, 0.307, 0.498], [-0.308, 0.190, -0.530], [1.254, 0.068, 0.035], [0.062, -0.492, -0.549], [-0.431, -0.858, -0.214], [0.198, 0.956, -0.185], [0.569, 0.108, -0.026], [-0.162, 0.187, 0.299], [0.184, -0.229, -0.028], [0.017, 0.324, -0.711], [0.156, 0.221, 0.207], [-0.314, -0.057, 0.221], [-0.304, -0.333, -0.203], [0.099, -0.358, 0.019], [-0.531, -0.210, 0.994], [0.217, 0.089, 0.551], [-0.109, -0.317, -0.230], [0.226, 0.327, 0.146], [0.792, 0.491, -0.409], [-0.323, -1.108, -0.611], [0.078, 0.574, 0.232], [-0.303, 0.141, 0.064], [-0.606, 1.096, -1.038], [2.055, 0.200, 0.210], [-1.887, 0.564, -0.230], [0.858, -1.916, -0.409], [0.431, 0.589, 0.136], [-1.093, 0.127, -0.168], [-0.037, 0.041, -0.202], [0.485, -0.136, 0.137], [0.195, -0.288, -0.049], [0.221, 0.052, 0.134], [-0.124, -0.287, 0.294], [-0.041, -0.136, 0.410], [0.135, -0.377, -0.026], [-0.635, 0.361, 0.433], [-0.795, 0.777, 0.536], [1.286, -0.500, -0.860], [-1.273, 0.694, 0.406], [1.866, -0.751, -0.293], [-0.104, 0.185, 0.235], [-1.064, -1.638, -0.452], [-0.058, -0.062, -0.138], [0.378, 0.753, 0.138], [-0.070, 0.611, 0.486], [0.035, 0.052, -0.097], [0.047, -0.311, 0.014], [-0.134, -0.557, -0.166], [0.215, 0.236, 0.249], [-0.141, 0.394, 0.005], [-0.132, -0.502, 0.217], [-0.961, 0.632, -0.535], [1.340, -0.534, -0.211], [-1.456, 0.730, 0.666], [0.107, -0.150, -0.397], [0.081, -0.323, -0.325], [-0.146, 0.164, 0.077], [0.026, 0.218, 0.473], [0.400, 0.098, -0.024], [0.005, -0.177, 0.546], [0.232, 0.410, -0.381], [0.025, -0.292, -0.026], [0.206, -0.171, 0.146], [0.289, -0.074, -0.136], [-0.221, -1.241, -1.584], [-1.342, 1.556, 1.896], [0.918, -0.418, -1.340], [0.597, 0.366, 0.523], [-0.143, 0.233, 0.353], [0.386, 0.667, 0.133], [-0.502, 0.189, -0.048], [0.070, -0.338, 0.216], [-0.263, -0.472, -0.281], [-0.572, 0.294, 0.653], [0.730, 0.218, 0.577], [-0.102, -0.040, 0.003], [-0.502, 0.088, -0.419], [0.943, -1.094, -0.348], [0.902, -0.597, 0.320], [0.441, -1.870, 0.162], [-0.700, 0.944, 0.036], [0.369, -0.162, -0.074], [-0.300, -0.079, -0.336], [-0.853, -0.272, 0.043], [0.133, 0.096, -0.244], [0.407, 0.045, 0.067], [0.086, 0.142, 0.132], [-0.330, 0.788, -0.162], [-0.222, 0.153, 0.062], [-0.092, 0.098, -0.221], [-0.126, 0.550, 0.171], [-0.009, 0.262, -0.084], [-0.153, 0.842, -0.365], [-1.403, -0.007, -1.116], [1.047, 0.266, 0.914], [-1.435, -0.589, -0.889], [0.055, 0.313, 0.825], [0.574, 0.090, -0.868], [-0.075, -0.237, 0.328], [-0.263, -0.069, 0.074], [0.400, 0.071, 0.247], [0.023, -0.085, 0.181], [0.063, -0.428, 0.382], [-0.020, 0.026, 0.164], [0.910, -0.217, 0.349], [0.109, 0.158, 0.035]]
}